i:
DFT (wB97M-V/def2-TZVPD) results for a molecular structure, C6H7N2.

Element x y z (Å)
C: -0.994 -0.338 -0.700
C: 0.120 0.318 -1.100
C: 0.836 -0.035 0.218
C: 0.423 1.472 -0.046
C: 1.203 2.006 -1.201
C: -0.697 -1.829 1.252
N: 0.619 1.253 -2.030
N: -0.505 -0.543 0.588
H: -2.046 -0.055 -0.928
H: 1.696 -0.627 0.501
H: -0.285 2.009 0.534
H: 1.841 2.816 -1.195
H: -0.189 -2.503 0.583
H: -1.712 -2.090 1.335
H: -0.310 -1.856 2.189

Charge: +1
M, u: 107.14
Highest occupied orbital energy (spin up / spin down), eV: -14.19 / -14.19

Here is what Löwdin gives for the atomic charges, in e: atom 1 (C): 0.127, atom 2 (C): -0.307, atom 3 (C): 0.026, atom 4 (C): 0.078, atom 5 (C): -0.002, atom 6 (C): 0.018, atom 7 (N): 0.222, atom 8 (N): -0.078, atom 9 (H): 0.187, atom 10 (H): 0.176, atom 11 (H): 0.159, atom 12 (H): 0.119, atom 13 (H): 0.107, atom 14 (H): 0.096, atom 15 (H): 0.070

---

ii:
DFT (wB97M-V/def2-TZVPD) results for a gas-phase ion, C6H7N2 (charge +1).

Element x y z (Å)
C: -0.633 -1.176 -0.372
C: 0.388 -1.779 0.384
C: 0.410 1.866 0.133
C: 1.080 0.059 1.611
C: -0.696 1.421 -0.707
C: -1.128 0.046 -0.780
N: 0.959 1.050 0.917
N: 1.277 -1.196 1.261
H: -1.133 -2.031 -0.997
H: 0.626 -2.919 0.427
H: 0.850 2.971 0.162
H: -1.509 2.207 -0.563
H: -0.316 1.602 -1.714
H: -1.972 -0.156 -1.498
H: 1.798 -1.965 1.736

Charge: +1
M, u: 107.14
Highest occupied orbital energy (spin up / spin down), eV: -12.63 / -12.63

Here is what Löwdin gives for the atomic charges, in e: atom 1 (C): -0.069, atom 2 (C): -0.029, atom 3 (C): -0.077, atom 4 (C): -0.020, atom 5 (C): -0.169, atom 6 (C): -0.034, atom 7 (N): 0.134, atom 8 (N): 0.070, atom 9 (H): 0.152, atom 10 (H): 0.175, atom 11 (H): 0.196, atom 12 (H): 0.178, atom 13 (H): 0.159, atom 14 (H): 0.144, atom 15 (H): 0.191

---

iii:
DFT (wB97M-V/def2-TZVPD) results for 2 unconnected molecules or ions with the total composition C6H7N2.

Element x y z (Å)
C: 2.045 0.622 -0.129
C: 2.308 -0.706 0.028
C: 0.672 1.054 0.025
C: 1.216 -1.552 0.069
C: -3.404 0.672 -0.185
C: -3.044 -0.481 -0.089
N: -0.265 0.091 0.216
N: -0.008 -1.183 0.089
H: 2.893 1.219 -0.420
H: 3.280 -0.995 -0.010
H: 0.529 2.137 -0.010
H: 1.479 -2.556 0.023
H: -3.752 1.655 -0.391
H: -1.366 0.222 0.210
H: -2.822 -1.488 0.111

Charge: +1
M, u: 107.14
Highest occupied orbital energy, eV: -14.93

Here is what Löwdin gives for the atomic charges, in e: atom 1 (C): 0.031, atom 2 (C): 0.024, atom 3 (C): 0.065, atom 4 (C): -0.071, atom 5 (C): 0.070, atom 6 (C): 0.013, atom 7 (N): 0.052, atom 8 (N): 0.109, atom 9 (H): 0.130, atom 10 (H): 0.102, atom 11 (H): 0.147, atom 12 (H): 0.120, atom 13 (H): 0.051, atom 14 (H): 0.113, atom 15 (H): 0.045

---

What are the relative energies? In hartree: i 0.1222; ii 0.0397; iii 0.0000.

---

i:
DFT (wB97M-V/def2-TZVPD) results for 3 unconnected molecules or ions with the total composition C4H12NO2.

Element x y z (Å)
C: -1.877 0.251 -2.570
C: -0.896 0.226 -1.427
C: 0.398 -0.047 -1.671
N: 1.332 -0.190 -0.646
C: 2.604 0.129 -0.334
H: -2.549 1.112 -2.493
H: -2.545 -0.616 -2.630
H: -1.463 0.418 -3.568
H: -1.393 0.070 -0.484
H: 0.841 -0.048 -2.661
H: 0.934 -0.656 0.174
H: 3.000 -0.071 0.647
H: 3.026 0.991 -0.857
H: -0.166 0.727 4.600
H: -0.599 1.407 3.291
O: -0.367 0.584 3.695
H: -0.859 -0.514 2.297
H: -1.429 -1.504 1.257
O: -0.632 -0.987 1.498

M, u: 106.14
Highest occupied orbital energy (spin up / spin down), eV: -5.59 / -8.33
2S+1: 2

Here is what Löwdin gives for the atomic charges, in e: atom 1 (C): -0.139, atom 2 (C): -0.155, atom 3 (C): -0.142, atom 4 (N): -0.104, atom 5 (C): -0.066, atom 6 (H): 0.060, atom 7 (H): 0.066, atom 8 (H): 0.066, atom 9 (H): 0.072, atom 10 (H): 0.114, atom 11 (H): 0.089, atom 12 (H): 0.034, atom 13 (H): 0.037, atom 14 (H): 0.040, atom 15 (H): 0.048, atom 16 (O): -0.013, atom 17 (H): -0.012, atom 18 (H): 0.069, atom 19 (O): -0.066

---

ii:
DFT (wB97M-V/def2-TZVPD) results for 3 unconnected molecules or ions with the total composition C4H12NO2.

Element x y z (Å)
C: 1.142 -0.710 1.372
C: 0.577 0.397 0.523
C: 0.956 1.678 0.376
C: -1.241 -1.213 -0.272
N: -0.613 -0.032 -0.054
H: 0.574 -0.751 2.316
H: 2.154 -0.567 1.772
H: 1.123 -1.697 0.919
H: 0.650 2.339 -0.422
H: 1.750 1.972 1.056
H: -1.834 -1.306 -1.169
H: -0.837 -2.137 0.119
H: -1.191 0.697 -0.455
H: 2.039 0.121 -1.692
H: 3.156 -0.797 -1.953
O: 2.197 -0.829 -1.795
H: -3.460 1.628 -0.564
H: -3.957 0.454 0.200
O: -3.185 0.753 -0.276

M, u: 106.14
Highest occupied orbital energy (spin up / spin down), eV: -5.87 / -8.27
2S+1: 2

Here is what Löwdin gives for the atomic charges, in e: atom 1 (C): -0.055, atom 2 (C): -0.424, atom 3 (C): 0.008, atom 4 (C): -0.044, atom 5 (N): -0.058, atom 6 (H): 0.089, atom 7 (H): 0.079, atom 8 (H): 0.066, atom 9 (H): 0.048, atom 10 (H): 0.047, atom 11 (H): 0.050, atom 12 (H): 0.042, atom 13 (H): 0.096, atom 14 (H): 0.021, atom 15 (H): 0.044, atom 16 (O): -0.065, atom 17 (H): 0.052, atom 18 (H): 0.050, atom 19 (O): -0.047

---

What are the relative energies? In hartree: i 0.0021; ii 0.0000.